Run 1
Molecular formula: C3H8NO2S
Method: DFT, ωB97M-V with the def2-TZVPD basis set

Last column: natural (NBO) charge in e.
Element x y z (Å)
C -0.87238 -1.27025 -0.47202  -0.517
C -1.32557 0.16757 -0.38100  -0.516
S -0.14343 1.27808 0.55205  -0.714
C -0.74651 -2.02476 0.82782  0.678
N -0.25190 -1.39533 1.91218  -0.853
O -1.02106 -3.22446 0.87073  -0.697
H 0.05590 -1.35620 -1.05503  0.225
H -1.61699 -1.82746 -1.02418  0.208
H -2.35771 0.36969 -0.09010  0.186
H -1.35079 0.68311 -1.35751  0.195
H 0.06025 -2.07002 2.58765  0.380
H 0.02683 -0.43072 1.79607  0.427
H 2.82868 3.44549 -2.62916  0.483
H 3.14627 4.58887 -3.59332  0.461
O 3.54105 4.03304 -2.90582  -0.945

Properties
HOMO-LUMO gap   0.226 Ha
Total charge   -1



Run 2
Molecular formula: C3H8NO2S
Method: DFT, ωB97M-V with the def2-TZVPD basis set

Last column: natural (NBO) charge in e.
Element x y z (Å)
C -1.14541 -1.70959 0.98589  -1.072
S -1.10254 -0.35074 -0.02974  1.920
O -2.43786 1.24994 0.35826  -0.937
O -1.14333 -0.77221 -1.39901  -0.990
N 0.46460 0.31879 0.28912  -0.636
C 1.43723 -0.54868 -0.23899  -0.449
C 0.49737 1.61938 -0.29133  -0.443
H -1.25035 -1.12517 1.91435  0.191
H -2.07741 -2.16480 0.72861  0.195
H 1.58879 -1.44536 0.37924  0.222
H 1.11856 -0.82532 -1.34567  0.206
H 2.35186 0.12542 -0.00730  0.185
H 0.88483 1.45321 -1.30800  0.158
H -0.50447 2.00897 -0.31334  0.279
H 1.31814 2.16616 0.27791  0.172

Properties
SMILES string   C=[S@](=O)([O-])N(C)C
HOMO-LUMO gap   0.285 Ha
Total charge   -1



Run 3
Molecular formula: C3H8NO2S
Method: DFT, ωB97M-V with the def2-TZVPD basis set

Last column: natural (NBO) charge in e.
Element x y z (Å)
O 2.58174 1.33150 -0.62966  -0.570
C 2.32588 0.52860 0.22530  0.522
N 1.63075 -0.73867 0.08464  -0.715
C 0.48665 -0.07563 -0.11170  0.340
C -0.31601 0.60234 0.88503  -0.641
S -2.05586 -0.03411 0.73910  -0.567
H 2.71948 0.62720 1.25886  0.094
H -0.18424 -2.59246 0.65881  0.025
H -0.18922 -3.22036 1.05298  -0.033
H 0.19730 0.09617 -1.16224  0.159
H -0.40866 1.67206 0.71692  0.240
H 0.01192 0.38068 1.89480  0.214
H -1.85737 -0.03686 -2.26044  0.454
H -2.52436 0.71895 -1.18501  0.482
O -2.41801 0.74060 -2.16739  -1.004

Properties
HOMO-LUMO gap   0.262 Ha
Total charge   -1



Run 4
Molecular formula: C3H8NO2S
Method: DFT, ωB97M-V with the def2-TZVPD basis set

Last column: natural (NBO) charge in e.
Element x y z (Å)
C 0.16604 0.93033 -2.08072  -0.866
C -0.60200 -2.33201 0.68626  -0.453
C 0.76402 -0.71945 1.66121  -0.013
N 0.35994 -1.87616 1.69686  -0.445
O -0.89469 2.25263 0.96875  -1.231
O 0.88212 3.32192 -1.98325  -0.959
S -0.30506 2.46964 -1.66330  1.261
H -0.49291 0.08323 -2.06389  0.198
H 0.94083 0.70426 -2.78373  0.205
H -1.39855 -2.90506 1.15332  0.197
H -0.82313 -1.44180 0.07460  0.197
H -0.19124 -3.09781 0.00593  0.179
H 0.76811 -0.05640 0.87268  0.185
H 1.34094 -0.47681 2.58293  0.147
H -0.51441 3.14348 0.87233  0.397

Properties
HOMO-LUMO gap (alpha / beta)   0.255 / 0.255 Ha
Total charge   -1



Consider the structures shown above. The least stable of them is run 2.